<w>
A 2-piece molecular cluster, C4H8 overall, computed with the ωB97M-V functional and the def2-TZVPD basis.

Summary:
orbital gap: 10.99 eV
M: 56.11 Da

The geometry in ORCA input format:
```
! wB97M-V def2-TZVPD RIJCOSX def2/J DEFGRID3
* xyz 0 1
C 1.4090 0.0406 1.6713
C 0.5792 1.1612 1.6828
H 1.1527 -1.0020 2.0863
H 2.4235 0.2613 1.2722
H -0.2871 1.0136 2.3951
H 0.8494 2.0678 1.2767
C -1.5511 -0.4815 -1.3398
C -0.4597 -0.7174 -2.0616
H -1.5528 0.4747 -0.8382
H -2.4211 -1.2112 -1.4369
H 0.3294 -0.0531 -1.8844
H -0.4715 -1.5539 -2.8235
*
```

<x>
One molecule with the formula C4H8, computed with the ωB97M-V functional and the def2-TZVPD basis.

Summary:
orbital gap: 12.09 eV
M: 56.11 Da

The geometry in ORCA input format:
```
! wB97M-V def2-TZVPD RIJCOSX def2/J DEFGRID3
* xyz 0 1
C 0.1139 -1.0436 -0.3209
C 0.2036 -0.2914 1.0318
C -0.2066 1.0265 0.3307
C -0.1253 0.3062 -1.0402
H 1.0178 -1.5836 -0.6211
H -0.7266 -1.7416 -0.3902
H 1.2184 -0.2617 1.4383
H -0.4733 -0.6415 1.8158
H 0.4844 1.8653 0.4653
H -1.2094 1.3795 0.5920
H 0.7284 0.6271 -1.6434
H -1.0254 0.3586 -1.6582
*
```

<y>
One molecule with the formula C4H8, computed with the ωB97M-V functional and the def2-TZVPD basis.

Summary:
orbital gap (alpha / beta): 8.80 / 7.91 eV
M: 56.11 Da

The geometry in ORCA input format:
```
! wB97M-V def2-TZVPD RIJCOSX def2/J DEFGRID3
* xyz 0 1
C 0.3250 0.6143 -1.3312
C -0.8147 0.2296 -0.4697
C 0.7276 -0.6300 1.2432
C -0.6224 -0.5634 0.7712
H -0.0248 0.8258 -2.3504
H 1.0633 -0.2090 -1.3132
H 0.8860 1.5068 -1.0096
H -1.7326 0.8136 -0.5595
H 1.3249 0.2746 1.2797
H 1.2207 -1.5681 1.4768
H -1.1381 0.1919 1.4187
H -1.2148 -1.4862 0.8439
*
```

Last place for stability: <y>

<w>
A 2-piece molecular cluster, C4H7F2N overall, computed with the ωB97M-V functional and the def2-TZVPD basis.

Summary:
orbital gap: 10.37 eV
M: 107.10 Da

The geometry in ORCA input format:
```
! wB97M-V def2-TZVPD RIJCOSX def2/J DEFGRID3
* xyz 0 1
C 0.0910 -1.9300 0.0194
C 0.6958 -0.7566 -0.6691
C 1.6311 0.0098 -0.1522
F 2.2168 -0.1516 1.0313
F 2.1477 1.0855 -0.7576
H 0.5373 -2.0843 0.9984
H -0.9762 -1.7533 0.1342
H 0.2326 -2.8304 -0.5743
H 0.3145 -0.4949 -1.6431
C -1.1216 2.0031 0.1223
N -1.6977 0.9349 0.4193
H -0.3695 1.9774 -0.6563
H -1.3011 2.9849 0.5731
H -2.4007 1.0055 1.1545
*
```

<x>
A 2-piece molecular cluster, C4H7F2N overall, computed with the ωB97M-V functional and the def2-TZVPD basis.

Summary:
orbital gap (alpha / beta): 6.33 / 10.33 eV
M: 107.10 Da

The geometry in ORCA input format:
```
! wB97M-V def2-TZVPD RIJCOSX def2/J DEFGRID3
* xyz 0 1
C -0.9075 -0.0593 -0.6177
C -1.4117 0.1188 0.5419
C 1.2040 -0.5963 0.6252
C 0.5071 -0.4825 -0.7126
N -4.7853 0.1002 0.5267
F -3.4977 -0.4327 0.2023
F -4.9770 0.8987 -0.5503
H -1.5079 -0.0492 -1.5385
H -1.3578 0.3190 1.5715
H 0.5840 -1.1822 1.2803
H 2.1439 -1.0144 0.4461
H 1.3042 0.3675 1.2603
H 0.2342 -1.5488 -1.1602
H 1.0755 0.1870 -1.3827
*
```

Last place for stability: <x>

<w>
One molecule with the formula C6H10O2S, computed with the ωB97M-V functional and the def2-TZVPD basis.

Summary:
orbital gap: 10.29 eV
M: 146.21 Da

The geometry in ORCA input format:
```
! wB97M-V def2-TZVPD RIJCOSX def2/J DEFGRID3
* xyz 0 1
C -1.6125 -1.0981 -1.3545
C -0.3734 -0.5815 -1.5764
C -0.1342 0.9258 -1.5720
S 1.0732 1.4206 -0.3140
O 1.1392 2.8947 -0.3149
O 2.3905 0.8205 -0.6529
C 0.4301 0.8575 1.2899
C 0.7980 -0.6147 1.5289
C -0.1423 -1.4805 2.0379
H -2.4440 -0.4591 -1.2294
H -1.8217 -2.1630 -1.4000
H 0.4877 -1.2383 -1.7161
H -1.0558 1.4561 -1.3773
H 0.2625 1.3341 -2.5347
H -0.6632 1.0299 1.2701
H 0.8887 1.4663 2.0513
H 1.8013 -0.9640 1.3276
H 0.1153 -2.4976 2.3132
H -1.1394 -1.1089 2.2232
*
```

<x>
C6H10O2S as an isolated structure, computed with the ωB97M-V functional and the def2-TZVPD basis.

Summary:
orbital gap: 9.47 eV
M: 146.21 Da

The geometry in ORCA input format:
```
! wB97M-V def2-TZVPD RIJCOSX def2/J DEFGRID3
* xyz 0 1
C 0.0217 -0.8274 0.1646
C 1.1332 -1.3789 -0.3243
C -0.5947 -0.7748 1.4905
C -1.0978 0.6635 1.6852
C -0.7707 0.5989 -0.9339
C 0.3026 1.6948 -1.2332
O -0.7206 -0.8023 -2.7941
O -1.4950 -0.0864 -1.8564
S -2.0566 1.2648 0.1974
H 1.5164 -1.3324 -1.2831
H 1.6274 -2.0799 0.3035
H -1.5084 -1.4862 1.7288
H 0.0748 -0.9169 2.2545
H -1.7965 0.8549 2.5778
H -0.2111 1.4441 1.7877
H -0.2090 2.1997 -2.1227
H 1.2933 1.2204 -1.5082
H 0.3405 2.3027 -0.4468
H -0.7244 -1.7785 -2.7319
*
```

Last place for stability: <x>

<w>
An isolated ion of composition C8H11N4 and charge +1, computed with the ωB97M-V functional and the def2-TZVPD basis.

Summary:
orbital gap (alpha / beta): 7.01 / 7.01 eV
M: 163.20 Da

The geometry in ORCA input format:
```
! wB97M-V def2-TZVPD RIJCOSX def2/J DEFGRID3
* xyz 1 1
C 1.9651 0.2750 -0.4328
C 1.1919 -0.6774 -1.0209
C 1.5256 1.1207 0.6772
C -0.6453 0.2316 0.2990
C -3.0457 0.2753 0.9222
C 1.7110 -1.5508 -2.0826
C 2.5153 1.9179 1.4008
C -4.4160 0.3089 1.2152
N 0.1825 1.1207 0.8230
N -1.8697 0.2720 0.7772
N -1.0228 -1.6332 -1.0279
N -0.1905 -0.8082 -0.5539
H 3.0026 0.2335 -0.6255
H -0.6876 -2.2721 -1.7982
H 1.9447 -2.5449 -1.6431
H 2.6309 -1.2565 -2.6178
H 0.8438 -1.9817 -2.7045
H 3.1865 2.4088 0.6859
H 3.1770 1.1739 1.8097
H 2.2115 2.7508 2.0657
H -4.7903 1.1821 0.8049
H -4.5029 0.1017 2.3149
H -4.9177 -0.6481 0.7114
*
```

<x>
A 2-piece molecular cluster, C8H11N4 overall, computed with the ωB97M-V functional and the def2-TZVPD basis.

Summary:
orbital gap: 9.31 eV
M: 163.20 Da

The geometry in ORCA input format:
```
! wB97M-V def2-TZVPD RIJCOSX def2/J DEFGRID3
* xyz 1 1
C -1.3264 0.6533 -3.0505
C -1.3357 0.2990 -0.9385
C -0.0464 0.2701 3.1928
C -1.2989 -0.3303 2.8940
C 0.7608 0.7592 2.1757
C -1.8069 -0.1369 1.6029
C 0.3055 0.7777 0.8782
C -0.9690 0.2019 0.5527
N -2.6064 0.5064 -2.7965
N -2.6003 0.3766 -1.4707
N -0.5175 0.4466 -2.0156
N 1.8200 -0.6178 -1.6543
H -1.0078 0.6612 -4.1749
H 0.3361 0.2044 4.2222
H -1.9480 -0.7863 3.7504
H 1.7293 1.2768 2.3460
H -2.8362 -0.4608 1.3988
H 0.8977 1.0026 -0.0018
H 2.7015 -0.1505 -1.3839
H 0.5077 0.3361 -1.9558
H 1.8789 -1.2846 -2.4533
H -3.5677 0.2186 -1.1292
H 1.6011 -0.9820 -0.7171
*
```

Last place for stability: <w>

<w>
A 2-piece molecular cluster, C3H6NO4 overall, computed with the ωB97M-V functional and the def2-TZVPD basis.

Summary:
orbital gap: 8.63 eV
M: 120.08 Da

The geometry in ORCA input format:
```
! wB97M-V def2-TZVPD RIJCOSX def2/J DEFGRID3
* xyz -1 1
O -0.9059 -0.8758 -0.9984
C -0.0891 -0.0311 -0.6213
N 1.2377 -0.3044 -0.8081
C 2.3956 0.3787 -0.1932
O 2.1800 1.4313 0.4309
O 3.4550 -0.2567 -0.3459
C -0.5458 1.1983 0.1084
H 1.4513 -1.1547 -1.3075
H -1.4621 0.8925 0.6091
H -0.6205 2.0101 -0.6097
H 0.1849 1.5261 0.8343
H -2.2235 -1.2774 0.2538
H -2.4353 -1.6078 1.7685
O -2.6222 -1.9291 0.8791
*
```

<x>
A 2-piece molecular cluster, C3H6NO4 overall, computed with the ωB97M-V functional and the def2-TZVPD basis.

Summary:
orbital gap: 8.97 eV
M: 120.08 Da

The geometry in ORCA input format:
```
! wB97M-V def2-TZVPD RIJCOSX def2/J DEFGRID3
* xyz -1 1
O 2.0631 -0.3535 1.0051
C 1.2605 -0.1476 0.0807
N 0.2132 -0.9946 -0.1878
C -1.0179 -0.4840 -1.0111
O -0.6718 -0.2291 -2.1374
O -1.9838 -0.4531 -0.2106
C 1.6942 1.0247 -0.8243
H 0.0543 -1.8162 0.5365
H 2.0139 1.7220 -0.0397
H 0.9098 1.5125 -1.4784
H 2.3959 0.3142 -1.4487
H -2.3031 0.6865 1.6681
H -2.0647 -0.7211 1.7889
O -2.5635 -0.0608 2.2588
*
```

Last place for stability: <x>